Below is a molecular structure, C57H65F3GaO4P2SSb, with properties calculated with ωB97M-V with the def2-TZVPD basis set.

```
134
Properties=species:S:1:pos:R:3:lowdin_charge:R:1
Ga -0.5297 -0.6281 -0.9123 0.401
O -0.4390 -2.2033 -2.3754 -0.342
S 1.0193 -2.0149 -2.5582 0.511
O 1.4482 -2.0210 -3.9262 -0.268
O 1.3339 -0.7503 -1.8196 -0.344
C 1.8598 -3.3639 -1.7553 -0.259
C 1.8403 -4.5124 -2.5455 -0.058
C 2.4574 -5.6689 -2.1189 -0.063
C 3.1186 -5.6669 -0.9038 -0.061
C 3.1398 -4.5259 -0.1186 -0.071
C 2.5000 -3.3405 -0.5008 -0.307
P 2.5456 -1.8717 0.6568 1.114
C 2.8084 -2.7366 2.2701 -0.417
C 3.8999 -2.6031 3.1222 -0.107
C 3.8849 -3.1754 4.3911 -0.086
C 2.7877 -3.9060 4.8196 -0.096
C 1.7087 -4.0825 3.9606 -0.077
C 1.7147 -3.4951 2.7049 -0.114
C 4.1976 -1.1694 0.2172 -0.340
C 4.8396 -0.2851 1.0894 -0.145
C 6.0385 0.3259 0.7479 -0.083
C 6.6104 0.0881 -0.4921 -0.090
C 5.9722 -0.7638 -1.3820 -0.077
C 4.7845 -1.3895 -1.0310 -0.076
H 1.3407 -4.4706 -3.5053 0.117
H 2.4375 -6.5601 -2.7336 0.109
H 3.6326 -6.5569 -0.5603 0.109
H 3.6717 -4.5607 0.8193 0.105
H 4.7905 -2.0836 2.7982 0.090
H 4.7426 -3.0474 5.0411 0.105
H 2.7770 -4.3403 5.8121 0.100
H 0.8581 -4.6807 4.2662 0.105
H 0.8692 -3.6442 2.0383 0.087
H 4.3934 -0.0525 2.0467 0.059
H 6.5161 0.9981 1.4514 0.106
H 7.5402 0.5704 -0.7682 0.102
H 6.3977 -0.9428 -2.3623 0.105
H 4.3091 -2.0424 -1.7495 0.100
C -1.4436 -1.5383 1.9183 -0.067
C -0.9261 -2.0096 0.5731 -0.447
O -0.6662 -3.1827 0.4026 -0.016
H -2.1416 -2.2724 2.3266 0.092
H -1.9185 -0.5554 1.8548 0.062
H -0.5876 -1.4614 2.5988 0.053
C -0.3023 1.2053 -0.1288 -0.149
H 0.3823 1.0380 0.7077 -0.027
H -1.2210 1.6343 0.2798 0.008
H 0.1722 1.9205 -0.8010 -0.002
C -3.3381 -1.7242 -6.6222 -0.202
C -3.9430 -2.3985 -5.3803 -0.181
C -3.3112 -1.8756 -4.0764 -0.190
C -2.8679 -0.4148 -4.2367 -0.411
C -1.7364 -0.3188 -5.2879 -0.190
C -1.8682 -1.4030 -6.3711 -0.184
P -2.2670 0.2813 -2.6423 1.128
C -1.7660 2.0311 -2.9816 -0.419
C -2.7111 2.8820 -3.8511 -0.185
C -1.9755 4.1136 -4.4162 -0.191
C -0.9357 4.6117 -3.4142 -0.196
C 0.1946 3.5730 -3.2720 -0.178
C -0.3237 2.1425 -3.5048 -0.208
C -3.7442 0.5277 -1.5346 -0.396
C -4.0644 -0.7353 -0.7136 -0.213
C -5.1536 -0.4160 0.3074 -0.175
C -6.4591 0.0436 -0.3877 -0.182
C -6.2658 0.2780 -1.8888 -0.203
C -5.0251 1.1261 -2.1747 -0.185
H -3.8749 -0.7965 -6.8469 0.111
H -3.4516 -2.3708 -7.4937 0.106
H -3.7882 -3.4782 -5.4379 0.110
H -5.0226 -2.2307 -5.3621 0.105
H -2.4411 -2.4712 -3.7928 0.104
H -4.0370 -1.9692 -3.2691 0.087
H -3.7306 0.1751 -4.5560 0.100
H -0.7630 -0.4258 -4.8001 0.094
H -1.7648 0.6667 -5.7586 0.106
H -1.3528 -2.3129 -6.0497 0.117
H -1.3825 -1.0655 -7.2873 0.111
H -1.7593 2.4538 -1.9715 0.095
H -3.5508 3.2173 -3.2385 0.103
H -3.1249 2.3009 -4.6794 0.098
H -2.7025 4.8935 -4.6495 0.109
H -1.4672 3.8545 -5.3495 0.113
H -1.4244 4.7765 -2.4486 0.112
H -0.5244 5.5731 -3.7235 0.106
H 0.6419 3.6530 -2.2782 0.097
H 0.9819 3.7904 -3.9974 0.111
H 0.3266 1.4194 -3.0127 0.085
H -0.3048 1.9176 -4.5717 0.102
H -3.3436 1.2433 -0.8077 0.101
H -3.1628 -1.0751 -0.2038 0.066
H -4.3877 -1.5593 -1.3498 0.102
H -4.7820 0.3731 0.9670 0.108
H -5.3439 -1.2896 0.9321 0.110
H -6.8135 0.9713 0.0699 0.108
H -7.2479 -0.6969 -0.2424 0.105
H -7.1436 0.7815 -2.2985 0.111
H -6.1821 -0.6804 -2.4108 0.107
H -5.1915 2.1325 -1.7812 0.115
H -4.9106 1.2317 -3.2547 0.084
F 4.6730 1.3277 9.0123 0.057
C 4.0182 1.2319 7.8391 -0.289
C 3.1831 0.1532 7.6301 -0.012
C 2.5227 0.0600 6.4128 -0.136
C 2.6811 1.0338 5.4241 -0.374
C 3.5453 2.0983 5.6716 -0.116
C 4.2136 2.2093 6.8860 -0.008
Sb 1.7541 0.6670 3.5075 1.534
C 2.1389 2.6278 2.6986 -0.401
C 1.7773 3.7873 3.3872 -0.144
C 1.9912 5.0426 2.8339 -0.004
C 2.5804 5.1214 1.5871 -0.285
F 2.7848 6.3353 1.0456 0.061
C 2.9638 4.0022 0.8790 -0.003
C 2.7273 2.7528 1.4409 -0.126
C -0.2923 1.0551 4.0785 -0.386
C -1.0727 2.0536 3.4987 -0.124
C -2.4379 2.1309 3.7485 -0.010
C -3.0140 1.1869 4.5734 -0.291
F -4.3404 1.2420 4.7974 0.057
C -2.2774 0.1878 5.1758 -0.011
C -0.9156 0.1260 4.9143 -0.144
H 3.0689 -0.5973 8.4018 0.119
H 1.8794 -0.7967 6.2315 0.084
H 3.7094 2.8557 4.9148 0.088
H 4.8810 3.0361 7.0940 0.119
H 1.3182 3.7143 4.3668 0.109
H 1.7091 5.9491 3.3553 0.120
H 3.4367 4.1080 -0.0897 0.121
H 2.9899 1.8695 0.8700 0.086
H -0.6200 2.7825 2.8386 0.090
H -3.0534 2.9086 3.3147 0.119
H -2.7693 -0.5263 5.8254 0.121
H -0.3324 -0.6681 5.3722 0.090
```

Computed properties:
- ΔE to the lowest compared entry with this formula, charge and spin (eV) = 0.596
- lowest unoccupied orbital energy (eV) = 0.522
- max |F| (eV Å⁻¹) = 0.9
- HOMO-LUMO gap (eV) = 8.342
- electronic energy (a.u.) = -6057.52473